Computed, not measured: C14H10F3N4O4PdSSe as an isolated structure at a distorted geometry, with wB97M-V/def2-TZVPD.

Atoms and positions in Å:
1 Pd -0.072 -0.070 0.093
2 O 2.142 -0.666 3.390
3 C 1.491 -0.257 2.431
4 N 0.788 -0.985 1.564
5 C 0.787 -2.420 1.651
6 C -0.079 -2.938 0.531
7 C 0.116 -4.196 -0.016
8 C -0.691 -4.607 -1.060
9 C -1.669 -3.750 -1.535
10 C -1.781 -2.503 -0.955
11 N -1.025 -2.098 0.069
12 C 1.403 1.215 2.093
13 C 1.886 2.219 2.905
14 C 1.753 3.531 2.488
15 C 1.158 3.796 1.265
16 C 0.690 2.748 0.494
17 N 0.808 1.485 0.919
18 H 0.380 -2.733 2.621
19 H 1.794 -2.843 1.581
20 H 0.918 -4.817 0.357
21 H -0.539 -5.576 -1.518
22 H -2.301 -4.013 -2.371
23 H -2.491 -1.776 -1.327
24 H 2.359 1.931 3.834
25 H 2.114 4.344 3.105
26 H 1.042 4.806 0.897
27 H 0.214 2.897 -0.462
28 F 1.836 1.332 -2.184
29 C 1.903 0.396 -3.153
30 F 1.248 0.870 -4.216
31 F 3.198 0.268 -3.487
32 S 1.199 -1.215 -2.596
33 O 1.533 -2.092 -3.688
34 O 1.865 -1.464 -1.340
35 O -0.206 -0.922 -2.429
36 Se -2.698 2.938 -2.835
37 C -2.086 1.935 -1.473
38 N -1.732 1.313 -0.549

Computed properties:
ΔE to the lowest compared entry with this formula, charge and spin, eV: 0.000
Frontier orbital gap, eV: 7.081
LUMO level, eV: 2.26
Calculated total energy, a.u.: -4286.724263
E_HOMO, Ha: -0.1773
Multiplicity: 1
Net charge: -1

Per-atom Mulliken charges, elementary charge units: number 1, Pd, carries 0.939; number 2, O, carries -0.778; number 3, C, carries -0.164; number 4, N, carries -0.156; number 5, C, carries -0.890; number 6, C, carries 0.921; number 7, C, carries -0.657; number 8, C, carries -0.344; number 9, C, carries -0.520; number 10, C, carries -0.199; number 11, N, carries -0.463; number 12, C, carries 0.657; number 13, C, carries -0.569; number 14, C, carries -0.171; number 15, C, carries -0.990; number 16, C, carries 0.029; number 17, N, carries 0.067; number 18, H, carries 0.435; number 19, H, carries 0.359; number 20, H, carries 0.386; number 21, H, carries 0.379; number 22, H, carries 0.390; number 23, H, carries 0.386; number 24, H, carries 0.468; number 25, H, carries 0.411; number 26, H, carries 0.393; number 27, H, carries 0.438; number 28, F, carries -0.186; number 29, C, carries 0.467; number 30, F, carries -0.242; number 31, F, carries -0.241; number 32, S, carries 1.151; number 33, O, carries -0.640; number 34, O, carries -0.567; number 35, O, carries -0.601; number 36, Se, carries -0.319; number 37, C, carries 0.180; number 38, N, carries -0.760


Computed, not measured: a 2-piece molecular cluster, C19H23NO4S overall at a distorted geometry, with wB97M-V/def2-TZVPD.

Atoms and positions in Å:
1 C 0.243 -4.913 -4.450
2 H -0.018 -5.692 -3.765
3 H 1.344 -4.763 -4.226
4 H 0.368 -5.434 -5.433
5 C -0.420 -3.599 -4.630
6 C -0.151 -2.615 -5.605
7 H -0.965 -1.734 -5.758
8 H 0.107 -3.280 -6.493
9 H 0.944 -2.289 -5.268
10 C -0.611 -2.983 -3.174
11 C -1.659 -1.931 -2.856
12 H -2.514 -2.179 -3.217
13 H -1.168 -0.907 -3.799
14 O -1.845 -1.459 -1.644
15 C -0.741 -0.569 -1.219
16 O -0.037 -0.060 -1.811
17 C -1.189 -0.149 0.096
18 C -0.373 0.977 0.778
19 C -0.980 1.878 1.510
20 O -2.085 2.680 1.171
21 N -0.272 2.257 2.705
22 C -0.870 3.333 3.756
23 C 0.354 4.149 3.938
24 C 0.819 4.604 5.119
25 C 2.289 5.300 5.014
26 C 2.312 5.692 3.554
27 S 1.249 5.100 2.380
28 H 3.080 6.271 3.287
29 H 2.543 5.949 5.749
30 H 0.569 4.211 5.936
31 H -1.531 3.723 3.217
32 H -0.917 2.869 4.559
33 C 0.666 1.254 2.983
34 C 0.488 0.301 1.887
35 C 1.488 -0.627 1.302
36 C 0.708 -1.857 0.930
37 H 1.261 -2.583 0.202
38 C -0.931 -1.376 1.201
39 H -1.368 -2.268 1.297
40 O -0.624 -0.722 2.583
41 H 2.365 -0.452 1.147
42 H 0.376 1.017 4.149
43 H 1.672 1.860 2.880
44 H 0.360 1.439 -0.042
45 H -2.141 -0.061 0.499
46 H 0.370 -2.664 -3.033
47 H -0.929 -3.695 -2.484
48 H -1.639 -4.003 -4.919

Computed properties:
ΔE to the lowest compared entry with this formula, charge and spin, eV: 19.376
Frontier orbital gap, eV: 8.946
LUMO level, eV: 0.43
Calculated total energy, a.u.: -1491.042215
E_HOMO, Ha: -0.3131
Multiplicity: 1

Per-atom Mulliken charges, elementary charge units: number 1, C, carries -1.525; number 2, H, carries 0.395; number 3, H, carries 0.337; number 4, H, carries 0.356; number 5, C, carries 0.951; number 6, C, carries -1.113; number 7, H, carries 0.264; number 8, H, carries 0.338; number 9, H, carries 0.259; number 10, C, carries -1.159; number 11, C, carries -0.642; number 12, H, carries 0.589; number 13, H, carries 0.128; number 14, O, carries -0.234; number 15, C, carries -0.145; number 16, O, carries -0.230; number 17, C, carries -0.314; number 18, C, carries 0.980; number 19, C, carries -0.665; number 20, O, carries -0.785; number 21, N, carries 0.185; number 22, C, carries -1.536; number 23, C, carries 0.537; number 24, C, carries -0.594; number 25, C, carries -0.843; number 26, C, carries -0.224; number 27, S, carries -0.062; number 28, H, carries 0.506; number 29, H, carries 0.410; number 30, H, carries 0.573; number 31, H, carries 0.636; number 32, H, carries 0.558; number 33, C, carries -0.630; number 34, C, carries 1.110; number 35, C, carries -1.257; number 36, C, carries -0.536; number 37, H, carries 0.339; number 38, C, carries -0.542; number 39, H, carries 0.824; number 40, O, carries -0.628; number 41, H, carries 0.749; number 42, H, carries 0.245; number 43, H, carries 0.227; number 44, H, carries 0.368; number 45, H, carries 0.761; number 46, H, carries 0.481; number 47, H, carries 0.369; number 48, H, carries 0.193


Computed, not measured: one molecule with the formula C8H17NO3S at a distorted geometry, with wB97M-V/def2-TZVPD.

Atoms and positions in Å:
1 C 0.203 0.936 1.637
2 C -0.165 0.159 0.610
3 C -2.042 2.250 -2.028
4 C -0.041 -2.334 1.163
5 C 2.074 -1.032 0.589
6 C -1.583 1.975 -0.538
7 C -1.225 0.495 -0.409
8 C 0.581 -1.158 0.376
9 N 0.390 -1.560 -1.103
10 O -2.431 -1.783 -0.568
11 O -2.741 -0.595 1.568
12 O -3.833 0.192 -0.591
13 S -2.741 -0.371 0.169
14 H 0.893 0.751 2.385
15 H -0.263 1.867 1.917
16 H -1.143 2.586 -2.597
17 H -2.574 1.446 -2.486
18 H -2.816 3.095 -2.048
19 H 0.553 -3.220 0.783
20 H 0.091 -2.439 2.318
21 H -1.101 -2.432 1.083
22 H 2.614 -1.871 1.047
23 H 2.608 -0.665 -0.273
24 H 2.300 -0.324 1.315
25 H -0.630 2.534 -0.417
26 H -2.236 2.119 0.359
27 H -1.076 0.101 -1.447
28 H 0.906 -2.460 -1.216
29 H -3.102 -2.313 -0.944
30 H -0.531 -1.665 -1.194

Computed properties:
ΔE to the lowest compared entry with this formula, charge and spin, eV: 0.000
Frontier orbital gap (alpha / beta), eV: 6.125 / 7.121
LUMO level (alpha / beta), eV: 0.53 / -2.32
Calculated total energy, a.u.: -993.439812
E_HOMO (alpha / beta), Ha: -0.2056 / -0.3470
Multiplicity: 3

Per-atom Mulliken charges, elementary charge units: number 1, C, carries -1.945; number 2, C, carries -0.644; number 3, C, carries -1.388; number 4, C, carries -1.408; number 5, C, carries -1.773; number 6, C, carries -0.615; number 7, C, carries 0.478; number 8, C, carries 2.140; number 9, N, carries -0.800; number 10, O, carries -0.514; number 11, O, carries -0.552; number 12, O, carries -0.654; number 13, S, carries 1.219; number 14, H, carries 0.455; number 15, H, carries 0.379; number 16, H, carries 0.358; number 17, H, carries 0.381; number 18, H, carries 0.325; number 19, H, carries 0.419; number 20, H, carries 0.235; number 21, H, carries 0.302; number 22, H, carries 0.401; number 23, H, carries 0.421; number 24, H, carries 0.440; number 25, H, carries 0.390; number 26, H, carries 0.438; number 27, H, carries 0.720; number 28, H, carries 0.357; number 29, H, carries 0.299; number 30, H, carries 0.135


no.,M (g/mol)
1,572.699
2,361.463
3,207.295